Record 1
DFT (ωB97M-V/def2-TZVPD) results for a single C17H24O5 molecule at a distorted geometry.

Each line ends with the natural charge from an NBO analysis.
Geometry (Å):
C 1.95914 3.79098 -2.34228  -0.655
C 1.04206 4.02277 -1.19163  -0.197
C -0.19927 3.42043 -0.99270  0.008
C -0.59954 2.20066 -1.77194  -0.673
C -1.08778 3.86903 0.13344  0.071
O -2.40632 3.40139 -0.14307  -0.701
C -0.54256 3.42815 1.51779  -0.287
C -1.42513 4.04742 2.59456  -0.600
C -0.55345 1.93951 1.70241  -0.146
C 0.54878 1.13720 1.39951  -0.225
C 0.41685 -0.33532 1.43952  0.070
O -0.36488 -0.75078 0.31501  -0.714
C 1.79332 -1.06192 1.30179  -0.304
C 2.55988 -0.91748 2.62145  -0.600
C 1.60604 -2.52248 0.89927  0.439
C 1.17811 -3.52135 1.74718  -0.397
C 1.07247 -4.87301 1.23529  0.366
O 0.43355 -5.84530 1.95787  -0.644
C 1.46821 -5.10424 -0.02905  -0.406
C 1.93452 -4.06152 -0.84988  0.720
O 2.25804 -4.41316 -1.96996  -0.587
O 1.97051 -2.75409 -0.44217  -0.462
H 1.42762 3.52966 -3.27668  0.219
H 2.66819 3.00326 -2.12602  0.216
H 2.50955 4.76877 -2.52166  0.220
H 1.41738 4.76662 -0.48975  0.191
H 0.28088 1.66612 -2.21806  0.219
H -1.28395 2.46689 -2.62500  0.235
H -1.12902 1.45163 -1.18288  0.214
H -1.09177 4.97151 0.14460  0.196
H -2.33430 2.46635 -0.11162  0.461
H 0.48362 3.82625 1.58615  0.219
H -2.44972 3.68868 2.49727  0.218
H -1.45774 5.11584 2.47137  0.209
H -1.05004 3.79242 3.60263  0.210
H -1.46590 1.39815 1.99500  0.207
H 1.48504 1.55641 1.04991  0.205
H -0.07987 -0.66712 2.34412  0.189
H 0.07748 -0.50003 -0.48629  0.468
H 2.37630 -0.53047 0.54148  0.226
H 3.56204 -1.40017 2.53020  0.224
H 2.70146 0.13617 2.83839  0.222
H 2.00364 -1.37269 3.49054  0.204
H 0.94784 -3.27143 2.76818  0.226
H 0.46892 -5.56347 2.88459  0.479
H 1.21196 -6.05408 -0.49671  0.249

Atomic forces in eV per Å
0.157 1.085 -0.700
-2.879 -1.103 0.442
3.709 0.864 -0.271
0.021 -0.077 -1.697
0.329 -0.016 -0.292
0.045 1.734 0.671
-0.743 0.014 0.290
0.216 -0.293 0.524
3.192 -2.087 -1.221
-2.737 2.312 1.210
1.025 -0.942 -1.542
-1.109 -0.535 0.869
-0.446 -0.056 0.897
0.316 -0.966 0.427
0.166 -0.499 0.168
0.945 1.076 -1.526
-0.678 0.269 -0.043
0.798 0.784 0.187
-1.453 -0.927 1.903
0.454 -1.551 -2.394
0.348 1.832 -0.118
-0.528 -0.143 2.071
0.228 0.100 0.490
0.452 -0.165 -0.058
-0.415 -1.335 0.036
-0.496 0.118 0.016
-0.658 0.616 0.387
0.544 -0.269 0.710
0.032 0.094 0.154
-0.382 -0.395 -0.023
-0.259 -1.410 -0.011
-0.309 -0.281 -0.023
0.011 -0.092 0.028
0.036 0.559 0.141
-0.216 0.203 -0.399
0.245 0.508 -0.005
0.002 0.242 0.022
-0.309 -0.210 0.011
0.446 0.297 -0.615
-0.172 -0.317 -0.210
-0.731 0.344 0.254
0.054 0.156 0.101
0.576 0.393 -0.885
-0.095 0.050 0.149
-0.263 -0.277 -0.162
0.529 0.294 0.039

The SMILES is C/C=C(\C)[C@@H](O)[C@@H](C)/C=C/[C@@H](O)[C@@H](C)c1cc(O)cc(=O)o1. The value obtained for the energy is -1038.2930 Eh.


Record 2
DFT (ωB97M-V/def2-TZVPD) results for a molecular structure, C17H25AuN4OSi at a distorted geometry.

Each line ends with the natural charge from an NBO analysis.
Geometry (Å):
Au 0.09833 0.36536 -0.15190  1.183
C 4.60835 0.48701 -0.93175  -0.717
C 3.28908 0.83914 -0.31705  0.727
O 2.31751 0.05774 -0.36779  -0.682
N 3.25343 2.06528 0.22658  -0.569
C 2.14633 2.60403 1.02387  -0.273
C 1.08031 3.23901 0.18886  0.219
C 0.99091 4.60255 0.05693  -0.213
C -0.00515 5.16057 -0.73875  -0.085
C -0.88652 4.31145 -1.38997  -0.228
C -0.75698 2.95530 -1.21947  0.069
N 0.20738 2.42653 -0.46957  -0.533
H 4.59962 -0.55447 -1.24641  0.261
H 5.44154 0.65757 -0.27193  0.256
H 4.76149 1.08100 -1.83277  0.265
H 4.09840 2.60144 0.20856  0.427
H 2.56360 3.31746 1.73077  0.255
H 1.71903 1.79903 1.62766  0.229
H 1.70182 5.20816 0.54636  0.245
H -0.13881 6.21244 -0.84486  0.254
H -1.70926 4.67373 -1.96768  0.255
H -1.41617 2.23798 -1.69589  0.221
C -3.97407 1.24331 -0.73560  -0.663
C -3.48334 -0.15784 -0.64781  0.298
C -4.38221 -1.28046 -0.73603  -0.144
C -3.88199 -2.56411 -0.68059  -0.158
C -2.52219 -2.74465 -0.44325  -0.151
C -1.68340 -1.59331 -0.27645  0.341
N -2.18374 -0.31644 -0.41359  -0.508
N -0.39705 -1.63289 0.02423  -0.767
Si 0.48694 -3.02826 0.94483  1.809
C 0.69318 -4.36179 -0.26606  -1.171
C -0.73688 -3.34919 2.27704  -1.151
C 2.05013 -2.37883 1.62492  -1.160
H -5.02133 1.30475 -0.46074  0.256
H -3.86782 1.61996 -1.75474  0.252
H -3.36779 1.88402 -0.08895  0.239
H -5.44609 -1.12772 -0.84773  0.255
H -4.51211 -3.42033 -0.71212  0.257
H -2.11237 -3.72287 -0.30873  0.246
H -0.21973 -4.72419 -0.73577  0.251
H 1.21500 -5.21219 0.17462  0.279
H 1.30053 -4.00253 -1.12286  0.264
H -1.69412 -3.73907 1.89291  0.244
H -0.98732 -2.37729 2.72885  0.247
H -0.39979 -3.99488 3.08621  0.280
H 2.74219 -2.12389 0.82221  0.260
H 2.55889 -3.09319 2.27969  0.283
H 1.86225 -1.45445 2.21170  0.246

Atomic forces in eV per Å
-0.049 0.116 -0.191
-0.313 -0.679 -0.602
0.327 0.635 -0.135
0.092 0.173 0.142
-0.816 -0.298 0.386
0.264 -0.540 0.055
-0.494 -0.347 -0.594
-0.611 -0.137 -0.663
-0.232 -0.805 -0.036
0.032 0.140 0.335
0.083 -0.290 -0.263
0.595 0.158 0.923
0.008 0.010 0.104
0.230 0.109 0.369
-0.056 0.135 -0.008
0.310 0.112 -0.057
-0.030 0.096 -0.097
0.020 -0.039 -0.041
0.598 0.669 0.553
0.167 0.622 0.025
-0.215 0.287 -0.341
-0.019 0.205 -0.009
0.061 0.176 0.016
0.486 -0.071 0.425
0.555 0.332 -0.172
1.035 0.402 0.484
-0.261 0.823 0.158
-0.392 -0.807 -0.123
-0.712 -0.656 -0.439
0.421 -0.118 0.557
-0.715 0.217 -0.077
0.510 -0.211 -1.298
-0.931 0.347 0.250
0.418 0.935 0.172
-0.087 0.117 0.032
-0.098 -0.070 -0.096
-0.214 -0.085 -0.014
0.020 0.241 -0.052
-0.511 -0.447 -0.211
0.188 -0.318 -0.098
-0.138 -0.101 0.226
-0.001 -0.038 0.001
-0.075 -0.184 0.482
0.395 -0.043 0.190
0.075 -0.175 0.073
0.132 -0.092 -0.097
0.049 0.012 0.024
-0.243 -0.022 -0.050
0.144 -0.494 -0.219

The value obtained for the energy is -1381.7321 Eh. Its expectation value of S² is 2.050. As for the charge: +2. Its spin multiplicity is 3.


Record 3
DFT (ωB97M-V/def2-TZVPD) results for 5 unconnected molecules or ions with the total composition C17H25BCl8O7.

Each line ends with the natural charge from an NBO analysis.
Geometry (Å):
C -4.53096 -3.29509 0.80346  -0.633
C -3.03452 -3.31026 0.64431  -0.004
C -2.34533 -4.45073 0.25075  -0.216
C -0.96980 -4.41680 0.09388  -0.213
C -0.26202 -3.24737 0.31930  -0.173
C -0.92590 -2.09660 0.72405  -0.010
C -0.24147 -0.77214 0.99774  -0.461
C 1.28118 -0.79740 1.03551  0.085
O 1.70630 0.17264 2.04378  -0.506
C 1.92907 1.30520 1.34433  0.976
O 1.58791 2.40684 1.62819  -0.560
O 2.64333 0.96946 0.23673  -0.520
C 2.10026 -0.29677 -0.22260  0.252
C 1.22131 0.03730 -1.41214  -0.118
O 0.69230 -1.18154 -1.88035  -0.290
O -0.15816 -0.88804 -2.98247  -0.428
C 3.26122 -1.24661 -0.51877  -0.808
B 4.03293 -1.10274 -1.89746  1.161
O 5.41568 -1.10944 -1.84888  -0.917
O 3.38028 -1.03573 -3.10667  -0.904
C -2.30517 -2.15262 0.88497  -0.215
H -4.92103 -4.27213 1.08033  0.217
H -4.79960 -2.55966 1.55796  0.220
H -5.00975 -2.97497 -0.12411  0.223
H -2.88170 -5.37413 0.06867  0.207
H -0.45474 -5.32011 -0.20625  0.210
H 0.80899 -3.23437 0.16931  0.189
H -0.62984 -0.03478 0.29856  0.225
H -0.54806 -0.44427 1.99269  0.246
H 1.62435 -1.75597 1.41032  0.208
H 0.41618 0.71381 -1.11303  0.183
H 1.79189 0.56614 -2.17639  0.205
H 0.48181 -0.77830 -3.70314  0.459
H 3.99869 -1.07665 0.26776  0.255
H 2.92281 -2.27936 -0.39573  0.251
H 5.84750 -0.40391 -2.33714  0.497
H 3.86432 -0.52617 -3.76394  0.493
H -2.84050 -1.26720 1.21684  0.198
Cl -6.96655 -0.80545 1.72873  -0.029
C -7.05827 -0.25260 0.05264  -0.395
Cl -7.56942 -1.53222 -1.05403  -0.022
H -7.78052 0.55261 0.00020  0.225
H -6.07346 0.08976 -0.24375  0.226
Cl 3.10329 4.64456 -3.59981  -0.020
C 3.68552 3.80517 -2.16139  -0.387
Cl 3.85564 2.05963 -2.42680  -0.060
H 4.65190 4.20696 -1.88754  0.232
H 2.97058 3.94311 -1.35838  0.236
Cl 4.65207 4.95804 1.15641  -0.013
C 6.06240 5.90825 0.67550  -0.394
Cl 6.05200 6.29311 -1.05401  -0.031
H 6.05713 6.83916 1.22864  0.225
H 6.95356 5.33110 0.88871  0.224
Cl -4.33844 1.22001 2.52289  -0.027
C -5.37435 2.27993 3.48168  -0.394
Cl -6.06351 3.59087 2.51578  -0.026
H -6.18958 1.68591 3.87763  0.224
H -4.77972 2.71254 4.27655  0.225

Atomic forces in eV per Å
0.279 0.200 -0.060
-0.013 0.015 0.021
0.027 -0.051 -0.015
-0.083 -0.133 -0.003
0.076 0.128 0.045
0.010 0.043 -0.080
-0.068 -0.432 0.093
0.312 0.493 0.337
-0.796 0.150 -0.151
0.536 -0.038 0.080
0.346 0.041 0.249
-0.826 0.101 -0.460
0.140 -0.621 0.343
-0.250 0.353 -0.041
0.061 -0.085 -0.006
0.023 0.134 0.034
0.128 -0.109 -0.149
0.290 -0.165 -0.075
-0.191 0.485 0.414
-0.329 0.590 0.292
-0.104 -0.033 0.005
-0.054 -0.007 0.014
-0.143 -0.111 0.105
-0.049 -0.111 -0.042
-0.042 0.007 0.003
0.084 0.037 -0.030
0.010 -0.065 -0.054
0.039 0.102 0.001
-0.014 0.047 0.001
0.157 -0.055 -0.160
-0.036 0.000 0.042
0.056 -0.276 -0.003
0.040 -0.128 -0.019
-0.023 -0.108 0.088
-0.100 -0.012 -0.128
0.157 -0.219 -0.299
0.175 -0.370 -0.249
0.044 0.042 -0.010
-0.259 -0.049 0.046
0.054 0.105 -0.017
0.003 -0.003 0.004
-0.016 -0.012 0.009
0.014 -0.032 0.004
0.020 -0.015 0.003
-0.058 0.063 0.149
0.231 0.118 -0.238
-0.006 -0.051 -0.063
-0.024 -0.027 -0.017
0.009 -0.005 0.004
-0.009 -0.029 0.047
0.057 0.069 0.009
-0.029 0.011 -0.016
-0.002 -0.012 -0.019
0.225 0.062 -0.013
-0.078 -0.046 0.026
-0.010 0.003 -0.001
-0.009 -0.006 -0.026
0.020 0.021 -0.025

The SMILES is Cc1cccc(C[C@@H]2OC(=O)O[C@@]2(COO)CB(O)O)c1.ClCCl.ClCCl.ClCCl.ClCCl. The value obtained for the energy is -4895.8549 Eh.


Record 4
DFT (ωB97M-V/def2-TZVPD) results for a molecular structure, C17H25Cl5FeNO2P2 at a distorted geometry.

Each line ends with the natural charge from an NBO analysis.
Geometry (Å):
C -1.91087 -1.16084 -3.61099  -0.259
C -1.27577 -0.49572 -2.56033  0.164
N -0.61540 -1.18169 -1.57186  -0.761
C -0.61893 -2.53442 -1.63868  0.150
C -1.25134 -3.24363 -2.64428  -0.239
C -1.92043 -2.56474 -3.66432  -0.341
C -1.52753 0.96664 -2.38677  -0.831
P -0.32635 1.83877 -1.33137  1.321
Fe 0.25714 -0.23608 0.03292  0.889
P 0.38517 -2.30342 0.92404  0.973
C 0.11768 -3.31800 -0.57664  -0.742
O -3.70376 0.94729 -1.13283  -0.985
O -3.10979 -0.80691 0.17654  -0.961
H -2.41998 -0.53069 -4.35928  0.197
H -1.22443 -4.33128 -2.60318  0.204
H -2.41043 -3.09097 -4.48728  0.203
C 0.72958 2.80734 -2.33602  -0.984
C -1.13399 2.85954 -0.10360  -0.987
H -0.50099 -4.14336 -0.20889  0.233
H 1.11729 -3.67645 -0.87937  0.238
H -2.37014 1.10670 -1.57679  0.345
H -1.63941 1.46856 -3.36267  0.250
C 2.00288 -2.73290 1.61873  -0.961
C -0.87342 -2.76375 2.10943  -0.964
H -2.18524 -0.59778 0.37333  0.470
H -3.67475 -0.72579 0.97541  0.486
H -3.68381 0.02531 -0.63778  0.495
H -4.13400 0.83481 -2.02479  0.473
H 0.73981 0.94717 -0.82339  -0.054
H -1.06846 -0.68037 0.86856  -0.394
H 0.20744 3.59788 -2.87536  0.255
H 1.46546 3.20649 -1.63890  0.249
H 1.22124 2.14385 -3.04759  0.268
H -1.40647 3.83851 -0.52248  0.254
H -2.06246 2.44981 0.31943  0.299
H -0.43687 3.02996 0.72269  0.266
H -0.72730 -3.84617 2.21935  0.222
H -0.70583 -2.18496 3.02832  0.251
H -1.86327 -2.52586 1.69624  0.264
H 1.88305 -3.81034 1.85382  0.222
H 2.79389 -2.53911 0.86809  0.253
H 2.15672 -2.10878 2.51978  0.245
Cl 3.05469 0.41778 0.28720  0.013
C 2.14242 0.84810 1.73471  -0.079
C 0.75744 0.63089 1.72892  -0.442
C -0.00234 0.94351 2.85692  -0.062
Cl -1.74919 0.75839 2.90104  0.000
C 0.64029 1.32510 4.05301  -0.095
Cl -0.29770 1.54494 5.46041  0.063
C 2.04728 1.47181 4.06922  -0.107
Cl 2.82172 1.94620 5.50181  0.070
C 2.81502 1.24567 2.89469  -0.097
Cl 4.51494 1.43108 2.90327  0.058

Atomic forces in eV per Å
0.508 1.627 0.747
-1.252 -0.796 -1.732
0.722 1.512 0.264
-0.376 -2.401 -0.879
0.565 0.211 1.142
-0.530 -0.358 -1.165
1.710 0.626 1.156
-1.597 -1.622 -1.047
-1.620 -1.845 -0.157
0.874 0.857 -1.029
0.021 -0.039 0.952
-3.333 0.649 -1.212
-3.322 -2.280 1.225
0.206 -0.490 0.342
0.000 0.200 -0.048
0.186 0.176 0.356
0.848 0.797 -0.067
-0.204 0.759 0.539
0.229 -0.348 -0.526
-0.384 0.010 -0.076
0.374 -0.244 -1.895
-0.237 0.037 0.576
-0.447 -0.996 0.226
0.230 -0.569 0.104
1.713 0.394 0.652
0.939 -0.148 -0.475
0.316 0.955 -0.693
0.576 0.178 1.439
0.686 1.595 -0.737
0.038 0.892 -0.108
0.035 0.023 0.114
0.329 0.421 -0.359
0.021 0.009 0.033
0.213 -0.191 -0.123
0.456 -0.350 -0.347
-0.038 -0.015 -0.070
-0.451 0.121 0.638
-0.149 -0.394 -0.105
0.396 -0.218 0.128
0.912 0.438 0.268
-0.478 -0.217 0.496
0.071 -0.487 -0.382
0.102 0.230 0.293
-0.662 -0.160 1.429
0.577 1.439 0.457
1.201 -0.223 0.347
0.364 0.256 0.020
0.380 -0.250 -0.922
0.119 0.224 0.524
-0.515 -0.212 -1.102
0.307 0.145 0.516
-0.880 -0.013 0.144
0.253 0.080 0.129

The value obtained for the energy is -5115.1363 Eh. Its expectation value of S² is 8.808. Its spin multiplicity is 6.